(1)
Molecular formula: C34H29F6MnN2O4PS2
Method: DFT, ωB97M-V with the def2-TZVPD basis set

Last column: Mulliken spin population.
Element x y z (Å)
Mn: 1.57 -0.81 0.57  2.99
S: 4.05 -0.78 0.88  -0.12
C: 3.31 -0.82 2.41  0.00
C: 3.97 -0.74 3.66  0.00
C: 3.22 -0.72 4.80  0.01
C: 1.81 -0.77 4.73  0.00
C: 1.22 -0.84 3.51  0.01
N: 1.96 -0.89 2.38  -0.10
H: 5.05 -0.66 3.65  0.00
H: 3.71 -0.65 5.76  0.00
H: 1.20 -0.74 5.61  0.00
H: 0.15 -0.85 3.36  0.00
C: -0.84 7.12 -0.39  0.00
C: -0.06 5.86 -0.10  0.00
C: 0.97 5.46 -0.95  0.00
C: 1.74 4.34 -0.65  0.00
C: 1.47 3.62 0.50  0.00
C: 0.43 3.99 1.35  0.00
C: -0.33 5.11 1.04  0.00
S: 2.50 2.25 0.94  0.00
O: 2.59 2.19 2.37  0.00
O: 3.72 2.38 0.19  0.00
O: 1.63 1.10 0.43  -0.01
H: -0.63 7.50 -1.39  0.00
H: -0.57 7.90 0.33  0.00
H: -1.91 6.95 -0.29  0.00
H: 1.19 6.03 -1.84  0.00
H: 2.56 4.03 -1.28  0.00
H: 0.24 3.41 2.24  0.00
H: -1.14 5.41 1.69  0.00
N: -0.21 -0.84 0.46  0.19
P: -1.23 -0.52 -0.69  -0.07
C: -1.96 1.13 -0.67  0.03
C: -2.53 1.58 0.52  0.01
C: -3.15 2.82 0.57  0.00
C: -3.18 3.62 -0.56  0.00
C: -2.59 3.19 -1.74  0.00
C: -1.97 1.95 -1.80  0.00
C: -0.52 -0.76 -2.35  0.04
C: 0.84 -0.51 -2.54  0.03
C: 1.43 -0.77 -3.77  0.01
C: 0.67 -1.29 -4.80  0.00
C: -0.69 -1.53 -4.62  0.00
C: -1.28 -1.26 -3.40  0.00
C: -2.65 -1.65 -0.63  0.02
C: -3.98 -1.24 -0.67  0.00
C: -4.99 -2.18 -0.59  0.00
C: -4.69 -3.53 -0.49  0.00
C: -3.36 -3.95 -0.47  0.00
C: -2.34 -3.01 -0.53  0.02
H: -2.49 0.95 1.40  0.00
H: -3.60 3.17 1.49  0.00
H: -3.67 4.59 -0.53  0.00
H: -2.59 3.83 -2.62  0.00
H: -1.51 1.61 -2.71  0.00
H: 1.44 -0.07 -1.76  -0.03
H: 2.49 -0.57 -3.91  0.00
H: 1.13 -1.52 -5.75  0.00
H: -1.28 -1.93 -5.43  0.00
H: -2.34 -1.45 -3.25  0.00
H: -4.22 -0.19 -0.78  0.00
H: -6.03 -1.86 -0.61  0.00
H: -5.49 -4.26 -0.45  0.00
H: -3.12 -5.00 -0.41  0.00
H: -1.30 -3.30 -0.53  0.01
C: 0.77 -4.13 1.61  0.01
C: 1.85 -3.87 0.55  -0.01
O: 1.88 -2.58 0.11  -0.03
C: 1.59 -4.76 -0.70  0.00
F: 2.64 -4.85 -1.52  0.00
F: 1.23 -6.02 -0.38  0.00
F: 0.57 -4.25 -1.42  0.00
C: 3.22 -4.30 1.16  0.00
F: 3.25 -5.63 1.39  0.00
F: 4.26 -4.01 0.38  0.00
F: 3.42 -3.70 2.35  0.00
H: -0.14 -3.60 1.31  0.00
H: 1.10 -3.73 2.56  0.00
H: 0.56 -5.19 1.72  0.00

The HOMO energy (alpha / beta) comes out at -0.2947 / -0.2961 Eh. Its charge is 0. For the energy relative to the best compared isomer or geometry (same formula, charge and spin), the calculation gives 90.5 kJ/mol. Its spin multiplicity is 4. The calculation puts the max |F| at 1.0 eV/A. For the orbital gap (alpha / beta), the calculation gives 6.22 / 7.34 eV.

=====

(2)
Molecular formula: C14H29BF2N2NbO4
Method: DFT, ωB97M-V with the def2-TZVPD basis set

Last column: Löwdin charge in e.
Element x y z (Å)
C: 0.47 0.36 2.23  -0.16
C: 0.36 1.21 0.84  -0.31
C: -0.63 2.52 0.90  -0.43
F: -0.45 3.49 -0.20  -0.18
Nb: -2.82 1.79 1.05  1.57
F: -3.28 2.46 -0.92  -0.55
B: -3.35 3.85 1.83  -0.61
O: -3.20 5.13 1.08  -0.05
O: -3.88 3.96 3.22  -0.08
C: -4.92 0.91 1.39  -0.30
C: -5.03 -0.67 0.95  -0.10
C: -6.51 -1.25 1.26  -0.10
C: -7.62 -0.28 1.90  -0.17
N: -7.60 1.16 2.28  -0.03
C: -6.22 1.64 1.98  -0.17
H: 0.95 -0.70 1.97  0.05
H: -0.55 0.12 2.75  0.03
H: 1.17 0.85 3.03  0.08
H: -0.03 0.50 -0.02  0.07
H: 1.46 1.61 0.61  0.10
H: -0.41 3.06 1.95  0.09
H: -2.23 0.22 0.30  -0.11
H: -2.42 1.25 2.74  -0.08
H: -3.11 5.86 1.79  0.10
H: -4.09 3.02 3.56  0.07
H: -4.16 -1.29 0.47  0.06
H: -6.75 -2.37 1.03  0.07
H: -8.67 -0.81 2.13  0.09
H: -6.08 2.80 2.24  0.09
C: 2.58 -3.69 -3.52  -0.12
O: 3.77 -3.67 -2.74  -0.20
C: 4.82 -2.90 -3.33  -0.21
C: 5.10 -1.65 -2.48  -0.21
N: 4.00 -0.69 -2.57  -0.06
C: 4.10 0.41 -1.60  -0.19
C: 3.98 0.03 -0.11  -0.21
O: 2.70 -0.46 0.27  -0.23
C: 2.51 -1.85 0.08  -0.09
H: 1.88 -4.39 -3.07  0.09
H: 2.11 -2.70 -3.54  0.08
H: 2.79 -4.03 -4.54  0.08
H: 4.60 -2.64 -4.37  0.12
H: 5.71 -3.53 -3.33  0.11
H: 6.02 -1.17 -2.84  0.12
H: 5.26 -1.98 -1.45  0.10
H: 3.12 -1.18 -2.42  0.07
H: 3.28 1.10 -1.83  0.12
H: 5.03 0.95 -1.76  0.11
H: 4.13 0.95 0.47  0.12
H: 4.77 -0.65 0.22  0.11
H: 3.44 -2.42 0.20  0.09
H: 2.08 -2.04 -0.90  0.07
H: 1.79 -2.20 0.82  0.08

The HOMO energy comes out at -0.1789 Eh. Its charge is -1. The calculation puts the max |F| at 7.8 eV/A. For the orbital gap, the calculation gives 6.73 eV.